(1)
{
  "formula": "C9H30N2O5",
  "method": "ωB97M-V with the def2-TZVPD basis set",
  "relative_energy_ev": 0.529,
  "e_tot_ev": -23034.9377,
  "orbital_gap_ev": 4.68,
  "multiplicity": 1,
  "species": ["N", "H", "H", "H", "H", "C", "C", "C", "C", "C", "C", "N", "O", "C", "C", "C", "H", "H", "H", "H", "H", "H", "H", "H", "H", "H", "H", "H", "H", "H", "H", "H", "H", "H", "O", "H", "H", "O", "H", "H", "O", "H", "H", "O", "H", "H"],
  "coordinates": [[1.68, 0.33, 1.04], [1.67, 0.78, 1.97], [2.55, 0.57, 0.54], [0.85, 0.68, 0.51], [1.57, -0.69, 1.10], [-3.23, 0.19, 0.07], [-1.82, -0.37, 0.35], [-1.75, -1.89, 0.08], [-1.63, -2.27, -1.41], [-0.41, -1.56, -1.93], [-0.48, -0.05, -1.85], [-0.82, 0.32, -0.49], [-0.58, 1.66, -0.08], [-1.53, 0.45, -2.89], [0.88, 0.56, -2.21], [-1.49, -0.20, 1.84], [-3.79, 0.25, 1.01], [-3.88, -0.51, -0.47], [-3.27, 1.16, -0.42], [-2.60, -2.37, 0.57], [-0.84, -2.30, 0.53], [-2.50, -2.00, -2.02], [-1.69, -3.36, -1.54], [-0.13, -1.86, -2.95], [0.44, -1.90, -1.33], [-1.34, 0.02, -3.88], [-1.50, 1.53, -3.01], [-2.52, 0.10, -2.60], [1.13, 1.54, -1.81], [1.01, 0.65, -3.30], [1.69, -0.09, -1.84], [-0.44, -0.40, 2.02], [-2.16, -0.89, 2.36], [-1.75, 0.80, 2.19], [1.10, 4.24, 1.11], [1.05, 4.71, 0.27], [0.64, 3.40, 0.95], [1.68, 1.35, 3.67], [2.31, 1.49, 4.38], [0.81, 1.51, 4.07], [4.37, 0.91, 0.43], [5.05, 0.56, -0.16], [4.76, 0.88, 1.31], [2.03, -2.46, 1.08], [2.96, -2.53, 0.85], [1.94, -2.96, 1.90]]
}

(2)
{
  "formula": "C9H31N12O7Tl",
  "method": "ωB97M-V with the def2-TZVPD basis set",
  "relative_energy_ev": 0.000,
  "e_tot_ev": -46730.7379,
  "orbital_gap_ev": 4.06,
  "multiplicity": 1,
  "total_charge": 2,
  "species": ["Tl", "C", "C", "C", "O", "H", "H", "H", "H", "H", "H", "H", "C", "O", "N", "N", "H", "H", "H", "H", "C", "O", "N", "N", "H", "H", "H", "H", "C", "O", "N", "N", "H", "H", "H", "H", "C", "O", "N", "N", "H", "H", "H", "H", "C", "O", "N", "N", "H", "H", "H", "H", "C", "O", "N", "N", "H", "H", "H", "H"],
  "coordinates": [[-0.35, 1.03, 0.18], [1.03, -3.66, -0.93], [0.32, -2.55, -1.78], [-0.68, -3.20, -2.73], [-0.23, -1.60, -1.04], [1.37, -4.57, -1.41], [0.36, -3.98, -0.13], [1.85, -3.16, -0.41], [1.19, -2.14, -2.34], [-1.13, -2.48, -3.42], [-1.43, -3.72, -2.15], [-0.20, -3.94, -3.38], [-3.86, -0.97, -0.24], [-2.97, -0.13, -0.12], [-5.17, -0.64, -0.22], [-3.60, -2.27, -0.54], [-5.84, -1.38, -0.26], [-5.43, 0.30, -0.01], [-2.66, -2.57, -0.71], [-4.39, -2.86, -0.71], [2.64, 3.63, 0.86], [1.84, 2.80, 0.45], [2.25, 4.87, 1.28], [3.92, 3.31, 1.16], [1.28, 5.07, 1.13], [2.95, 5.58, 1.38], [4.48, 4.00, 1.62], [4.25, 2.47, 0.72], [-1.84, 1.14, -3.56], [-1.23, 1.00, -2.50], [-1.79, 2.27, -4.32], [-2.66, 0.16, -4.05], [-1.05, 2.94, -4.21], [-2.30, 2.21, -5.18], [-2.53, -0.81, -3.86], [-3.22, 0.32, -4.87], [2.82, 1.07, -1.85], [1.61, 1.19, -1.79], [3.51, 0.00, -1.38], [3.67, 2.03, -2.32], [4.51, -0.13, -1.40], [2.93, -0.79, -1.15], [3.29, 2.91, -2.63], [4.52, 1.73, -2.78], [-0.97, -1.85, 2.98], [-0.72, -0.86, 2.31], [-1.22, -1.78, 4.34], [-1.01, -3.10, 2.44], [-1.00, -2.63, 4.83], [-0.78, -0.98, 4.77], [-1.12, -3.95, 2.96], [-0.85, -2.98, 1.46], [0.63, 1.78, 3.95], [0.45, 1.81, 2.73], [-0.41, 1.73, 4.83], [1.86, 1.65, 4.49], [-1.30, 1.61, 4.39], [-0.29, 1.74, 5.82], [2.61, 1.61, 3.83], [2.06, 1.74, 5.47]]
}